# 1
Here is a structure of composition C12H39B2NO4SnTi from the OMol25 dataset. Energies are from the ωB97M-V functional and the def2-TZVPD basis.

Its orbital gap (alpha / beta) is 5.48 / 8.23 eV. As for the electronic energy: -53040.4767 eV. The expectation value of S² is 3.756. The HOMO energy (alpha / beta) comes out at -9.364 / -12.321 eV.

```
! wB97M-V def2-TZVPD RIJCOSX def2/J DEFGRID3
* xyz 1 4
Sn -26.886 9.206 -7.841
Ti -24.133 6.438 -9.813
B -26.272 5.911 -8.291
H -26.881 6.531 -7.651
H -26.195 6.426 -9.236
H -25.295 5.757 -7.860
H -26.861 5.020 -8.443
B -23.889 8.775 -9.329
H -24.265 9.539 -8.666
H -24.675 8.321 -9.913
H -23.198 9.158 -10.063
H -23.460 7.990 -8.725
C -28.481 8.359 -11.972
O -28.054 9.470 -11.158
C -28.024 10.755 -11.730
C -27.440 11.905 -10.869
N -27.825 11.769 -9.483
C -27.215 12.788 -8.720
C -25.710 12.547 -8.522
O -25.421 11.787 -7.350
C -24.221 12.201 -6.778
H -29.388 8.588 -12.531
H -28.841 7.511 -11.388
H -27.728 8.044 -12.695
H -29.077 10.936 -11.947
H -27.415 10.775 -12.633
H -27.845 12.823 -11.294
H -26.360 11.825 -10.993
H -28.833 11.822 -9.460
H -27.733 12.681 -7.767
H -27.535 13.744 -9.133
H -25.290 13.551 -8.469
H -25.191 11.986 -9.299
H -24.337 13.118 -6.200
H -23.425 12.489 -7.465
H -23.832 11.355 -6.211
C -22.193 9.260 -5.596
C -22.994 7.956 -5.519
C -23.180 7.418 -4.112
O -24.217 8.263 -6.161
H -21.142 9.171 -5.323
H -22.619 10.087 -5.029
H -22.219 9.670 -6.605
H -22.403 7.169 -5.988
H -24.251 7.479 -3.922
H -22.625 7.977 -3.358
H -23.013 6.342 -4.137
H -23.989 8.364 -7.088
C -24.742 8.640 -13.600
C -24.307 7.277 -13.134
C -23.773 6.376 -14.251
O -23.328 7.510 -12.160
H -25.590 8.669 -14.285
H -23.936 9.102 -14.170
H -25.125 9.266 -12.794
H -25.183 6.731 -12.784
H -24.433 6.334 -15.117
H -23.537 5.353 -13.960
H -22.816 6.778 -14.585
H -23.577 8.415 -11.958
*
```

Here is what Löwdin gives for the atomic charges, in e: 1.2223 1.1481 -0.4264 -0.0921 -0.0971 -0.0460 -0.0291 -0.4702 -0.0588 -0.0747 -0.0034 -0.0437 -0.0701 -0.2468 -0.2156 -0.1830 -0.1205 -0.2173 -0.1964 -0.2974 -0.1052 0.0879 0.0921 0.0723 0.1239 0.1169 0.1311 0.1140 0.1298 0.1297 0.1263 0.1287 0.1184 0.1023 0.0987 0.0680 -0.0531 -0.4794 -0.0323 -0.1082 0.0870 0.0748 0.0686 0.1296 0.0828 0.0870 0.0793 -0.0126 -0.0429 -0.5131 -0.0317 -0.0706 0.0945 0.1069 0.0819 0.1258 0.0924 0.0808 0.0894 0.0463

---

# 2
Here is a structure of composition C38H52ClCuN7O4 from the OMol25 dataset. Energies are from the ωB97M-V functional and the def2-TZVPD basis.

The energy above the lowest of the compared OMol25 structures with the same formula, charge and spin is 30.2 kcal per mole. Its orbital gap (alpha / beta) is 6.71 / 6.48 eV. As for the electronic energy: -116034.8272 eV. The expectation value of S² is 0.753. The HOMO energy (alpha / beta) comes out at -6.799 / -6.762 eV.

```
! wB97M-V def2-TZVPD RIJCOSX def2/J DEFGRID3
* xyz 0 2
Cu 1.210 1.422 2.223
N 0.808 0.988 4.337
C 2.057 0.319 4.765
C 3.226 1.129 4.227
O 4.194 1.362 4.937
N 3.031 1.549 2.947
C 3.569 2.812 2.541
C 2.310 3.877 2.603
O 2.193 4.641 1.623
O 1.672 3.794 3.694
H 0.764 1.911 4.757
H -0.015 0.462 4.596
H 2.085 -0.681 4.330
H 2.163 0.234 5.840
H 3.944 2.832 1.520
H 4.288 3.212 3.253
C -2.206 7.020 -0.026
C -2.999 6.024 0.840
C -4.210 5.502 0.048
C -3.498 6.757 2.087
C -2.113 4.836 1.212
C -1.935 4.412 2.520
C -1.097 3.344 2.786
N -0.453 2.668 1.841
C -0.604 3.073 0.571
C -1.423 4.131 0.228
C 0.276 2.406 -0.439
C 0.002 2.423 -1.795
C 0.919 1.902 -2.706
C 2.089 1.368 -2.182
C 2.267 1.340 -0.810
N 1.383 1.837 0.050
C 0.610 1.900 -4.200
C 1.878 1.674 -5.028
C -0.023 3.241 -4.616
C -0.385 0.765 -4.490
H -2.812 7.913 -0.208
H -1.941 6.598 -1.000
H -1.282 7.324 0.474
H -4.868 6.335 -0.223
H -4.787 4.788 0.644
H -3.896 5.001 -0.873
H -4.081 7.630 1.782
H -2.666 7.106 2.707
H -4.147 6.122 2.700
H -2.403 4.923 3.349
H -0.923 3.031 3.807
H -1.477 4.445 -0.808
H -0.939 2.836 -2.140
H 2.867 0.963 -2.819
H 3.163 0.903 -0.378
H 2.635 2.435 -4.813
H 1.632 1.731 -6.090
H 2.317 0.688 -4.847
H 0.572 4.086 -4.259
H -1.042 3.351 -4.234
H -0.078 3.297 -5.707
H 0.072 -0.213 -4.313
H -0.709 0.807 -5.535
H -1.271 0.848 -3.854
C 1.505 -2.175 -2.072
C 0.510 -3.345 -2.082
C -0.908 -2.779 -1.920
C 0.627 -3.986 -3.473
C 0.827 -4.422 -0.970
O 2.217 -4.760 -0.964
C 0.118 -5.739 -1.315
C 0.131 -6.886 -0.285
C -0.916 -6.839 0.813
C -2.270 -6.699 0.504
C -3.238 -6.632 1.498
C -2.852 -6.716 2.826
Cl -4.053 -6.615 4.080
C -1.521 -6.886 3.163
C -0.567 -6.949 2.155
C 0.416 -3.998 0.449
N 1.028 -2.758 0.928
C 0.453 -1.626 1.333
N 1.380 -0.754 1.695
C 2.543 -1.432 1.494
N 2.375 -2.660 1.041
H 1.280 -1.520 -2.921
H 2.533 -2.526 -2.187
H 1.443 -1.554 -1.177
H -1.179 -2.211 -2.816
H -0.981 -2.092 -1.071
H -1.660 -3.567 -1.792
H 0.594 -3.200 -4.234
H -0.191 -4.681 -3.684
H 1.578 -4.518 -3.579
H 2.703 -4.120 -0.423
H 0.642 -6.105 -2.196
H -0.913 -5.536 -1.619
H 1.132 -6.976 0.145
H -0.038 -7.805 -0.853
H -2.583 -6.647 -0.536
H -4.288 -6.524 1.246
H -1.234 -6.970 4.205
H 0.477 -7.084 2.425
H 0.740 -4.780 1.124
H -0.663 -3.893 0.540
H -0.621 -1.469 1.349
H 3.517 -1.002 1.714
*
```

These are the Löwdin partial charges, in e, on atoms 1 to 99: 0.5069 0.0140 -0.1511 -0.5445 0.0368 -0.0447 -0.1335 -0.6767 -0.0433 -0.0716 0.0794 0.0921 0.1000 0.1148 0.0874 0.1109 -0.0396 -0.5538 -0.0425 -0.0673 -0.1364 0.0254 -0.0856 0.0737 -0.1762 0.0510 -0.1710 0.0469 -0.1457 0.0010 -0.0892 0.1003 -0.5505 -0.0584 -0.0468 -0.0354 0.0868 0.0770 0.1008 0.0886 0.0903 0.0803 0.0869 0.0959 0.0863 0.1101 0.1072 0.1136 0.1139 0.1117 0.1207 0.0980 0.0877 0.0791 0.0974 0.0778 0.0864 0.0658 0.0923 0.0874 -0.0368 -0.4940 -0.0314 -0.0512 -0.4312 -0.0027 -0.1215 -0.1226 -0.2420 -0.0371 -0.1012 -0.6761 0.6594 -0.0992 -0.0465 -0.0310 -0.0986 -0.1199 0.0592 -0.1726 0.1246 0.0649 0.0974 0.0602 0.0855 0.0713 0.0843 0.0838 0.0852 0.0977 0.0690 0.1171 0.1067 0.1196 0.1239 0.1163 0.1065 0.1078 0.1198

---

# 3
Here is a cluster of 2 separate species, CCl4OS in total from the OMol25 dataset. Energies are from the ωB97M-V functional and the def2-TZVPD basis.

The energy above the lowest of the compared OMol25 structures with the same formula, charge and spin is 68.8 kcal per mole. Its orbital gap is 8.47 eV. As for the electronic energy: -64006.0158 eV. The HOMO energy comes out at -9.692 eV.

```
! wB97M-V def2-TZVPD RIJCOSX def2/J DEFGRID3
* xyz 0 1
C 0.045 1.136 -2.283
O -0.143 -1.784 1.715
S -0.926 -0.614 1.744
Cl 1.603 1.641 -1.859
Cl 0.000 -0.315 -3.222
Cl 0.597 0.802 1.658
Cl -1.569 -0.148 3.695
*
```

Here is what Löwdin gives for the atomic charges, in e: -0.9937 -0.5599 0.2540 0.5107 0.4839 0.1643 0.1407